Record 1
{
  "formula": "C5H13NO",
  "method": "the ωB97M-V functional and the def2-TZVPD basis",
  "elements": ["H", "C", "H", "H", "H", "N", "H", "O", "H", "C", "C", "H", "H", "H", "C", "H", "H", "H", "H", "C"],
  "xyz": [[1.52, 0.37, -2.48], [0.60, -0.75, -0.85], [-2.63, 1.48, 0.43], [1.02, -1.73, -0.61], [-1.01, -2.09, -1.59], [-0.06, -0.13, 0.86], [-0.69, -0.76, -2.52], [-0.70, 1.07, 0.61], [-2.07, 1.58, 2.06], [-1.96, 1.05, 1.08], [1.03, -0.02, 1.76], [1.10, 1.26, -1.04], [0.60, 0.30, 2.64], [1.87, 0.59, 1.51], [1.54, 0.26, -1.43], [2.60, 0.10, -1.06], [-1.42, -0.39, -1.03], [-2.10, -0.02, 1.31], [1.40, -1.13, 1.84], [-0.66, -1.02, -1.50]],
  "e_homo_ev": -8.525,
  "de_lowest_kj_mol": 494.7,
  "gap_ev": 9.64,
  "charge": 0
}

Record 2
{
  "formula": "C11H14Si",
  "method": "the ωB97M-V functional and the def2-TZVPD basis",
  "elements": ["H", "H", "H", "H", "C", "C", "H", "H", "C", "C", "C", "H", "C", "H", "Si", "C", "H", "C", "C", "C", "H", "H", "H", "H", "H", "C"],
  "xyz": [[-4.91, 0.18, 0.85], [3.36, -2.27, -2.18], [1.14, -0.77, 0.40], [-0.05, 0.30, 1.93], [-3.48, -0.17, 2.36], [-1.16, 0.20, 1.72], [-3.37, 1.00, -0.66], [3.17, -0.01, -3.38], [-3.92, 0.27, 1.10], [1.27, -0.11, -0.38], [2.79, -1.86, -1.35], [3.45, -1.89, -0.51], [2.16, -0.58, -1.53], [-4.19, -0.36, 3.12], [-0.16, 0.97, -0.71], [-2.08, -0.30, 2.65], [-0.27, 1.75, -1.99], [-1.61, 0.58, 0.45], [-2.96, 0.67, 0.22], [1.61, 1.32, 0.09], [2.37, 1.67, -0.56], [1.85, 1.56, 1.10], [2.17, -2.80, -1.30], [2.10, 1.25, -2.52], [-1.74, -0.80, 3.64], [2.46, 0.20, -2.55]],
  "e_homo_ev": -8.275,
  "smiles": "C=C(C)[C@H]1C[Si@@H]1c1ccccc1",
  "de_lowest_kj_mol": 336.6,
  "gap_ev": 9.09,
  "charge": 0
}

Record 3
{
  "formula": "CH4N3S",
  "method": "the ωB97M-V functional and the def2-TZVPD basis",
  "elements": ["N", "H", "H", "N", "H", "C", "H", "S", "N"],
  "xyz": [[-0.06, -1.58, -2.20], [-0.80, 0.33, 1.83], [0.37, -2.34, -1.82], [-0.48, -0.55, -2.01], [-1.44, 1.29, 0.41], [-0.66, 0.65, 0.82], [1.61, 0.70, 1.84], [1.03, 1.46, 0.89], [0.42, 0.06, 0.24]],
  "e_homo_ev": [-13.314, -12.752],
  "de_lowest_kj_mol": 365.0,
  "gap_ev": [7.21, 6.16],
  "charge": 1
}

Record 4
{
  "formula": "C21H39N2O5",
  "method": "the ωB97M-V functional and the def2-TZVPD basis",
  "elements": ["N", "C", "H", "C", "C", "H", "H", "C", "C", "C", "H", "C", "H", "H", "H", "H", "H", "H", "H", "H", "H", "N", "O", "C", "H", "C", "H", "C", "C", "H", "O", "C", "C", "H", "H", "H", "C", "H", "H", "C", "H", "H", "C", "C", "H", "H", "C", "H", "H", "H", "H", "H", "O", "H", "H", "H", "C", "O", "O", "H", "H", "H", "C", "H", "H", "C", "H"],
  "xyz": [[-1.26, 1.03, 4.72], [-1.28, 2.59, 6.47], [2.92, 0.85, -3.96], [0.98, 3.19, -7.68], [4.46, -0.88, -1.63], [-2.53, -3.74, 4.44], [2.78, -1.29, -3.01], [-4.11, -2.94, 1.82], [-0.39, -1.19, 1.84], [0.74, 1.77, -8.17], [0.74, -0.01, -6.91], [2.96, -1.28, -1.90], [-2.41, 2.70, 3.90], [-2.74, -5.11, 3.32], [0.63, -2.11, -0.77], [2.33, 0.77, -7.08], [-0.74, 2.12, 8.62], [2.03, 3.46, -7.82], [-2.33, 2.79, 6.79], [-0.38, 3.21, -5.99], [2.82, -2.34, -1.55], [-1.60, 1.08, 2.57], [5.02, 0.00, -2.64], [-3.10, -4.10, 3.58], [2.85, 2.56, -3.39], [-0.36, 2.72, 7.76], [-4.87, -3.25, 4.45], [-5.14, -3.88, 2.42], [0.68, 3.06, -6.19], [-4.96, -5.01, 4.29], [-1.19, 1.19, 6.06], [0.73, -1.04, -0.46], [-1.85, 1.76, 3.75], [4.19, 1.98, -4.56], [1.25, 1.54, -9.10], [-0.87, 3.31, 5.73], [3.54, 1.75, -3.69], [-1.21, -1.43, 1.11], [-1.89, 1.35, 1.63], [1.91, -0.30, -1.23], [1.55, 0.42, -2.00], [2.46, 0.31, -0.46], [4.47, 1.28, -2.51], [-0.65, -0.13, 4.22], [0.65, 2.34, 7.43], [-4.01, -3.05, 0.74], [-0.88, -0.08, 2.80], [4.60, -0.49, -0.59], [-0.21, 3.80, 8.01], [-0.33, 1.60, -8.31], [-0.24, -2.13, 2.45], [0.37, 3.94, -8.17], [-2.85, -3.25, 2.45], [-0.11, -0.93, 4.76], [1.25, 3.77, -5.59], [-5.14, -4.83, 1.87], [-4.60, -4.09, 3.82], [4.67, 2.00, -1.56], [1.03, 1.72, -5.81], [-0.21, -0.47, -0.69], [5.06, -1.83, -1.69], [1.72, -1.66, 1.40], [1.25, 0.95, -7.00], [1.32, 0.15, 1.38], [-4.35, -1.89, 2.05], [0.98, -0.88, 1.09], [-6.15, -3.47, 2.39]],
  "e_homo_ev": -11.106,
  "gap_ev": 8.35,
  "charge": 1
}

Record 5
{
  "formula": "C13H9Cl4N6O4RbS2",
  "method": "the ωB97M-V functional and the def2-TZVPD basis",
  "elements": ["C", "C", "N", "C", "C", "Cl", "O", "Rb", "S", "H", "H", "C", "C", "H", "C", "C", "S", "N", "N", "N", "H", "O", "H", "N", "H", "O", "H", "C", "C", "C", "C", "Cl", "Cl", "H", "N", "C", "Cl", "O", "H"],
  "xyz": [[-0.47, 1.76, -1.92], [-1.66, 2.51, -1.80], [0.77, 0.88, 3.58], [-0.30, -2.18, 2.19], [-1.77, 0.28, -3.37], [-1.57, 3.92, -0.78], [3.16, 1.16, 2.32], [1.79, 0.22, -0.51], [-0.78, -4.80, -0.76], [3.08, 3.15, -0.07], [1.02, 3.11, 0.89], [-2.86, 2.21, -2.46], [-0.09, -3.21, -1.22], [1.78, 4.42, 1.47], [-0.57, 0.52, -2.71], [-2.91, 1.10, -3.27], [-0.65, -1.24, 4.53], [0.37, -0.97, 2.17], [0.05, -2.42, -0.21], [1.79, 3.41, 1.49], [-1.16, -4.91, 1.67], [0.62, 2.12, -1.38], [0.47, -1.92, -2.71], [3.02, 2.99, 0.92], [-0.08, -3.54, -3.20], [4.17, 1.15, 0.32], [0.69, 1.18, 4.54], [-0.35, -2.99, 0.98], [-0.91, -2.49, 3.36], [-0.80, -4.26, 0.89], [3.47, 1.67, 1.21], [-4.24, 3.25, -2.29], [-4.36, 0.75, -4.17], [-1.52, -3.35, 3.60], [0.30, -2.96, -2.48], [0.28, -0.34, 3.30], [-1.87, -1.11, -4.43], [0.46, -0.28, -2.78], [1.63, 1.18, 3.07]],
  "e_homo_ev": -0.856,
  "de_lowest_kj_mol": 55.1,
  "gap_ev": 4.81,
  "charge": -2
}

Record 6
{
  "formula": "C30H30Cl2IrN2O2P",
  "method": "the ωB97M-V functional and the def2-TZVPD basis",
  "elements": ["C", "H", "H", "H", "C", "P", "C", "H", "O", "C", "C", "H", "C", "N", "H", "C", "C", "C", "C", "C", "C", "H", "H", "C", "C", "N", "H", "H", "C", "C", "H", "H", "C", "Ir", "Cl", "C", "C", "O", "H", "H", "H", "C", "H", "C", "H", "H", "Cl", "C", "H", "H", "C", "C", "C", "H", "H", "H", "H", "H", "H", "H", "H", "C", "C", "C", "H", "H", "C", "C"],
  "xyz": [[-0.17, -1.74, -5.66], [-4.61, -1.46, 4.89], [6.20, 0.27, -2.88], [0.16, 1.53, -4.19], [2.72, -2.27, 1.83], [1.35, -0.26, -2.15], [-1.32, -2.38, -5.22], [1.56, -0.57, -5.16], [-4.39, -0.73, 2.72], [-1.63, -2.41, -3.86], [-1.08, 1.43, 0.01], [-1.09, 2.32, 5.68], [-3.38, -0.24, 3.17], [-2.98, -0.27, 4.45], [-3.57, 0.32, 7.17], [5.62, -1.78, -2.68], [-1.45, -0.26, 1.56], [-1.93, 1.92, 5.11], [0.37, -1.08, -3.43], [-1.77, 0.41, 4.93], [-3.80, -0.99, 5.44], [-1.96, 2.44, 4.15], [2.51, -2.39, 2.89], [-0.76, -1.78, -2.99], [4.10, 0.08, -2.55], [-0.76, 0.23, 0.52], [0.19, 3.98, -4.40], [1.30, 5.36, -2.68], [-2.82, 1.68, 1.62], [-0.91, -1.81, -1.51], [-2.51, -2.92, -3.50], [3.74, -2.53, 1.58], [4.56, -2.67, -2.49], [0.41, -1.11, -0.30], [2.44, -0.57, 1.39], [-4.35, -0.08, 6.53], [0.67, 3.51, -3.55], [-1.70, -2.36, -0.77], [-2.84, 2.15, 5.65], [2.46, -2.89, -2.20], [-0.50, 1.77, -0.84], [3.04, -0.81, -2.36], [-3.18, -1.78, 5.87], [-2.49, 0.44, 2.15], [-5.03, -0.66, 7.16], [-4.91, 0.75, 6.10], [1.61, -3.31, 0.92], [1.29, 4.29, -2.59], [4.75, -3.74, -2.49], [6.62, -2.16, -2.81], [1.91, 3.69, -1.50], [-2.09, 2.19, 0.55], [0.66, 2.13, -3.44], [0.07, -1.75, -6.72], [2.39, 1.85, -0.51], [2.40, 4.30, -0.75], [-0.94, 0.19, 4.27], [-2.33, 3.15, 0.12], [-1.17, -1.24, 1.92], [-1.98, -2.86, -5.93], [-1.53, -0.05, 5.89], [1.91, 2.31, -1.37], [1.29, 1.52, -2.35], [0.68, -1.08, -4.79], [-3.65, 2.24, 2.03], [3.93, 1.15, -2.59], [5.39, -0.41, -2.71], [3.28, -2.19, -2.33]],
  "e_homo_ev": -13.903,
  "de_lowest_kj_mol": 26.7,
  "gap_ev": 6.51,
  "charge": 2
}

Record 7
{
  "formula": "C2H3ClINO2",
  "method": "the ωB97M-V functional and the def2-TZVPD basis",
  "elements": ["I", "O", "N", "H", "H", "C", "O", "C", "H", "Cl"],
  "xyz": [[-3.04, -0.57, -0.01], [2.61, -0.25, -0.42], [1.76, -0.11, 0.42], [-0.98, 0.33, 1.25], [0.23, -0.11, -1.41], [-1.03, 0.38, 0.22], [1.72, 0.41, 1.47], [-0.08, -0.47, -0.53], [-0.19, -1.60, -0.54], [-0.99, 1.99, -0.46]],
  "e_homo_ev": [-9.508, -9.510],
  "de_lowest_kj_mol": 64.2,
  "gap_ev": [8.36, 8.36],
  "charge": 0
}

Record 8
{
  "formula": "C21H56O7",
  "method": "the ωB97M-V functional and the def2-TZVPD basis",
  "elements": ["O", "H", "C", "H", "H", "O", "H", "C", "H", "H", "C", "H", "H", "H", "H", "C", "C", "H", "C", "H", "H", "O", "H", "H", "H", "H", "H", "C", "O", "C", "H", "H", "H", "H", "H", "H", "H", "H", "H", "H", "C", "C", "C", "C", "H", "O", "H", "C", "H", "H", "C", "O", "H", "H", "H", "H", "C", "H", "H", "C", "H", "H", "O", "C", "H", "H", "H", "H", "H", "H", "H", "H", "C", "H", "H", "H", "H", "H", "H", "C", "C", "H", "C", "H"],
  "xyz": [[-1.40, 0.89, -1.58], [-2.33, 2.47, 2.62], [2.35, -3.08, -0.14], [-3.21, -3.97, -4.79], [-3.67, 0.06, 2.80], [-1.96, 2.14, 3.44], [-4.21, -3.18, -3.45], [-1.62, 0.78, 3.31], [-0.65, -2.57, -5.58], [-1.57, -5.00, 5.08], [-0.73, 4.93, -1.62], [5.48, 4.27, -0.51], [2.67, -1.03, 1.96], [2.87, -3.98, -0.44], [-2.59, -4.15, 1.93], [-3.63, -3.06, -4.36], [3.42, 3.36, -0.32], [2.66, 4.15, -0.37], [-2.70, 0.27, 2.37], [1.14, 1.41, -0.44], [-1.00, 5.20, -4.30], [5.29, 2.75, 0.91], [2.32, -2.40, -0.99], [2.95, 2.53, 0.21], [-0.99, 5.18, -0.59], [5.52, 5.38, 1.49], [-4.30, -2.66, -5.12], [3.18, -2.65, 1.13], [-2.93, 4.09, -1.87], [-0.74, 0.28, -0.50], [3.93, 4.70, 2.15], [1.37, -0.22, -0.13], [-1.53, 0.28, -2.31], [-0.64, 0.74, 2.83], [1.35, -3.42, 0.11], [-2.57, 3.20, -1.87], [-2.65, -5.67, 2.63], [-1.17, -1.68, -1.45], [3.48, 2.87, -1.28], [3.96, 5.70, 0.77], [-0.08, -3.44, 3.43], [-2.00, 5.01, -2.44], [0.74, 0.44, -0.73], [-2.30, -4.66, 2.85], [-1.98, -2.53, -3.15], [-0.82, -5.40, 4.64], [1.07, -0.11, -1.61], [4.78, 3.88, 0.23], [-0.40, -1.30, -4.52], [-0.83, -1.77, 0.24], [-0.86, -4.81, 3.36], [2.31, -1.92, 1.95], [0.01, 5.67, -1.93], [4.50, -1.50, -0.11], [-0.44, 0.73, 5.05], [5.30, -2.91, 0.67], [4.57, -2.10, 0.80], [-3.06, -0.33, -4.58], [-0.55, -2.81, 4.18], [-1.32, 0.18, 4.70], [4.93, -1.42, 1.57], [0.96, -3.66, 3.66], [-2.76, -0.71, -3.75], [-2.38, -2.05, -4.04], [3.44, -3.59, 1.63], [-2.31, -0.70, 2.06], [-2.42, -1.13, -0.24], [-1.05, 0.87, 0.36], [-2.29, 6.06, -2.38], [-1.58, -1.19, -5.87], [-0.38, 3.93, -1.84], [-2.73, 4.79, -4.35], [-1.21, -1.80, -5.05], [-3.04, 0.78, 1.47], [-0.37, -5.51, 2.68], [-2.13, 0.31, 5.41], [5.44, 2.10, 0.22], [-3.00, -4.37, 3.64], [-1.31, 3.58, -3.89], [-1.77, 4.57, -3.87], [-1.36, -1.17, -0.50], [-0.02, -2.99, 2.44], [4.54, 4.94, 1.28], [-0.97, -0.85, 4.63]],
  "e_homo_ev": -9.782,
  "smiles": "CC(C)O.CC(C)O.CC(C)O.CC(C)O.CC(C)O.CC(C)O.CC(C)O",
  "de_lowest_kj_mol": 439.3,
  "gap_ev": 10.23,
  "charge": 0
}